Here is a molecular structure, C59H61N6OPPbSeSiTe from the Open Molecules 2025 dataset. Energies are from wB97M-V/def2-TZVPD.

The geometry in XYZ format:
```
132
Properties=species:S:1:pos:R:3:forces:R:3
Pb -0.818835 -0.495262 -0.600077 -0.07 -0.20 0.20
C 6.694098 -1.276708 -0.919592 -0.01 -0.04 -0.04
C 5.256794 -0.845285 -1.025939 -0.01 0.09 -0.07
C 4.946225 0.506787 -1.486945 0.21 -0.05 0.11
C 3.700392 0.921838 -1.711913 -0.21 -0.04 -0.06
C 2.539608 0.034096 -1.541076 0.65 -0.02 0.26
N 1.379190 0.287595 -2.020059 -0.59 0.02 -0.39
C 1.323956 1.198849 -3.122823 -0.01 -0.16 0.09
C 2.267780 0.958527 -4.128304 0.17 -0.15 -0.17
C 2.401493 1.728146 -5.260755 -0.07 0.03 0.02
C 1.533018 2.791604 -5.476733 0.00 -0.04 0.06
C 1.623614 3.655234 -6.701312 0.00 -0.02 0.00
C 0.518894 2.965866 -4.549642 0.02 0.02 -0.21
C 0.376986 2.194365 -3.395792 -0.27 0.18 -0.07
N -0.815874 2.491230 -2.649356 0.20 -0.08 0.16
C -1.513236 3.650984 -2.704768 0.08 0.16 0.13
C -2.733222 3.446908 -2.116539 0.00 -0.08 0.03
C -2.704392 2.102546 -1.725948 0.04 0.11 0.13
N -1.551758 1.536629 -2.045983 0.07 -0.15 -0.28
C 2.801935 -1.198616 -0.681171 0.13 0.01 -0.01
C 4.241443 -1.624624 -0.653859 -0.03 0.04 0.03
N 1.987735 -2.378436 -0.997747 0.00 0.08 0.02
C 2.429441 -3.525122 -1.567715 0.01 0.05 -0.11
C 1.440581 -4.466544 -1.448006 -0.06 0.08 0.03
C 0.411446 -3.801543 -0.769210 -0.07 -0.15 -0.04
N 0.745165 -2.552198 -0.496723 0.05 0.29 -0.04
H 7.345899 -0.607862 -1.478564 0.00 0.00 -0.03
H 7.040158 -1.277026 0.116442 -0.01 -0.02 -0.02
H 6.830161 -2.283363 -1.311697 0.01 -0.02 0.02
H 5.768437 1.197392 -1.630919 0.04 0.00 -0.01
H 3.507216 1.926202 -2.062883 -0.02 -0.02 0.04
H 2.920337 0.102366 -4.004606 -0.01 0.07 0.00
H 3.165950 1.483867 -5.986167 0.03 0.02 -0.02
H 2.658676 3.783953 -7.011167 0.03 0.00 0.00
H 1.086547 3.201824 -7.535518 -0.01 -0.02 -0.01
H 1.194850 4.639931 -6.527400 -0.02 0.02 0.01
H -0.233786 3.707179 -4.774934 0.00 0.01 0.02
H -1.092038 4.548546 -3.118179 0.04 0.01 -0.02
H -3.522500 4.163950 -1.989593 -0.05 0.04 0.01
H -3.457328 1.525282 -1.212658 -0.07 -0.02 0.02
H 4.419991 -2.602972 -0.226327 0.00 -0.01 0.02
H 3.401589 -3.582986 -2.021830 0.06 -0.03 -0.01
H 1.461466 -5.481823 -1.795540 0.00 -0.07 -0.03
H -0.557613 -4.170203 -0.473077 -0.03 -0.02 0.02
C -0.948119 -0.999629 -4.194826 0.00 -0.02 0.06
C -2.106757 -1.968754 -4.021711 -0.01 -0.12 -0.01
C -1.602750 -3.375004 -3.713439 0.01 -0.01 -0.01
C -3.168186 -1.504208 -3.012130 0.07 0.17 0.04
C -4.500819 -2.197147 -3.282555 -0.10 -0.12 -0.03
O -4.912939 -2.686194 -1.998349 0.06 0.09 -0.05
C -3.914404 -2.471489 -1.130017 -0.20 0.00 0.27
N -2.897151 -1.827028 -1.580942 0.19 -0.05 0.12
C -4.268853 -3.022046 0.223408 0.05 0.06 -0.18
C -5.372231 -3.887030 0.215699 0.01 -0.04 0.06
C -5.909323 -4.400175 1.381986 0.00 0.00 -0.05
C -5.371096 -4.038264 2.603271 0.02 0.03 0.00
C -4.269015 -3.203588 2.627551 -0.01 -0.05 0.05
C -3.687459 -2.703596 1.462748 0.14 -0.07 0.06
P -2.168906 -1.724174 1.762481 -0.18 0.16 -0.27
C -1.075717 -2.859976 2.655683 0.03 0.05 0.04
C -1.214862 -4.243348 2.586073 -0.01 -0.03 -0.02
C -0.294200 -5.069687 3.214661 0.02 0.01 0.00
C 0.767442 -4.523569 3.919835 0.01 0.00 0.01
C 0.921983 -3.144835 3.979845 -0.04 -0.03 -0.05
C 0.012999 -2.318515 3.340528 0.05 0.05 -0.01
C -2.773833 -0.488124 2.956009 0.02 0.02 -0.05
C -2.514473 -0.497935 4.321759 -0.01 0.01 0.07
C -3.082195 0.468251 5.144040 0.01 -0.03 -0.05
C -3.921009 1.434750 4.613219 -0.04 -0.03 -0.04
C -4.188999 1.445594 3.250136 -0.06 0.00 0.07
C -3.607046 0.499479 2.426463 0.03 -0.05 0.01
H -0.288615 -1.332157 -4.997592 0.00 -0.01 -0.01
H -0.330310 -0.944749 -3.293893 0.01 -0.03 -0.01
H -1.288062 0.008658 -4.432582 -0.02 0.01 0.00
H -2.645579 -2.004920 -4.975582 0.02 0.04 -0.01
H -0.899319 -3.353838 -2.880687 -0.02 0.01 0.00
H -1.082126 -3.793633 -4.574057 0.02 0.01 -0.02
H -2.406356 -4.064430 -3.448853 -0.04 -0.01 -0.02
H -3.266984 -0.416076 -3.076285 0.01 -0.03 -0.09
H -4.394455 -3.061444 -3.940392 -0.01 0.07 -0.03
H -5.279027 -1.542298 -3.667392 0.01 0.00 0.02
H -5.823054 -4.158086 -0.724018 -0.02 0.00 -0.01
H -6.757816 -5.068088 1.328581 -0.01 0.00 0.00
H -5.796547 -4.402490 3.527930 0.00 -0.02 0.02
H -3.835798 -2.938031 3.584209 0.00 0.01 0.00
H -2.043740 -4.686635 2.048578 -0.02 0.01 0.02
H -0.415058 -6.142801 3.161441 0.00 -0.03 0.00
H 1.470878 -5.169607 4.427161 0.01 -0.02 -0.01
H 1.750830 -2.715338 4.526443 0.03 0.02 0.03
H 0.150426 -1.241720 3.376411 -0.03 -0.02 0.01
H -1.887854 -1.263885 4.757830 0.03 -0.03 0.00
H -2.874822 0.454297 6.205104 0.00 -0.01 0.04
H -4.364843 2.180631 5.257815 -0.02 0.00 0.00
H -4.847773 2.194777 2.833695 0.00 0.01 0.00
H -3.823266 0.514618 1.361944 0.00 -0.02 -0.03
C 4.910935 -2.102668 2.774061 0.10 -0.21 0.02
Si 4.227813 -0.412773 2.495981 -0.07 0.01 -0.10
C 3.320746 0.283386 3.954933 -0.03 0.08 0.14
C 5.470545 0.797386 1.851110 0.10 0.07 -0.04
Se 2.327558 -0.582065 1.157163 -0.27 0.08 -0.01
H 5.550467 -2.114231 3.658987 0.03 0.01 0.03
H 5.515186 -2.430808 1.927654 0.01 -0.04 0.00
H 4.105182 -2.822118 2.924458 0.01 -0.04 0.02
H 3.948536 0.232777 4.846631 0.03 0.04 0.02
H 2.397319 -0.253841 4.172165 -0.04 -0.03 0.01
H 3.068803 1.329075 3.769573 -0.03 0.02 0.06
H 6.086005 1.156584 2.678806 0.00 0.01 0.06
H 4.963088 1.656118 1.414876 0.03 0.11 -0.04
H 6.142323 0.371858 1.107911 -0.04 0.05 0.05
Te -0.046791 2.026856 1.689084 -0.16 -0.41 0.26
C 1.001887 3.468313 0.578511 0.17 0.02 0.03
C 2.387358 3.342176 0.543005 0.01 0.07 -0.12
C 3.149324 4.252391 -0.178145 -0.07 -0.02 0.00
C 2.529300 5.300796 -0.842811 0.04 -0.02 0.01
C 1.148983 5.433949 -0.787822 -0.03 0.01 -0.03
C 0.379259 4.513818 -0.089744 0.01 0.01 0.01
C -1.399727 3.255876 2.710593 -0.01 0.24 -0.08
C -1.221319 3.418507 4.079935 -0.04 0.07 -0.03
C -2.065111 4.265055 4.787967 0.04 -0.01 -0.02
C -3.071010 4.955592 4.129873 0.01 0.00 -0.02
C -3.252931 4.785307 2.763871 -0.02 -0.02 0.00
C -2.426347 3.927345 2.054736 -0.07 -0.01 0.00
H 2.871568 2.539300 1.083898 0.00 -0.02 0.02
H 4.227214 4.156798 -0.198454 0.03 0.00 0.00
H 3.121919 6.023756 -1.385555 0.01 0.03 -0.02
H 0.667121 6.266570 -1.284197 0.00 0.01 -0.01
H -0.696751 4.629355 -0.060209 0.02 -0.01 0.03
H -0.428039 2.893903 4.596884 0.03 0.01 -0.02
H -1.924273 4.395393 5.852179 0.01 0.00 0.03
H -3.714292 5.628075 4.679998 -0.02 0.02 0.02
H -4.044924 5.314981 2.251563 -0.02 0.03 -0.01
H -2.600199 3.769531 0.995882 0.05 0.01 0.01
```
Forces are in eV/Å.

The value obtained for the strongest force on any atom is 0.014 Eh/bohr. As for the lowest unoccupied orbital energy: -5.24 eV. As for the total energy: -168203.6140 eV. The total charge is +2. The HOMO-LUMO gap comes out at 6.90 eV. For the energy relative to the best compared isomer or geometry (same formula, charge and spin), the calculation gives 22.9 kcal per mole.

Atomic partial charges in e from the Löwdin method, atoms 1 to 6: Pb 1.19; C -0.02; C -0.27; C 0.00; C -0.02; C -0.30



Here is a gas-phase ion, C3H12NO3P2 (charge +1) from the Open Molecules 2025 dataset. Energies are from wB97M-V/def2-TZVPD.

The geometry in XYZ format:
```
21
Properties=species:S:1:pos:R:3:forces:R:3
C -2.509482 -1.150059 0.045457 0.54 0.06 0.33
C -0.982016 -1.588269 0.044182 -1.19 -0.38 -0.66
C -0.263680 -1.248580 -1.304938 0.06 -1.12 -0.08
N 0.800886 -0.207730 -1.179641 -1.30 1.63 0.77
P 0.244150 1.247092 -0.441391 1.10 -0.48 -1.16
P 1.674546 1.689410 1.194485 1.73 0.19 4.66
O 0.912428 1.779856 2.493055 0.62 -0.01 -3.03
O 2.712127 0.375336 1.300469 -1.82 2.32 -1.44
O 2.583058 3.012719 0.834932 -1.37 -2.49 -0.20
H -2.653754 -0.280838 0.727953 -0.15 -0.54 -0.51
H -3.147899 -1.981945 0.410382 0.41 0.65 -0.16
H -2.856715 -0.887372 -0.976334 0.21 -0.12 0.66
H -0.465754 -1.210640 0.953082 -0.08 -0.14 -0.59
H -0.997312 -2.697405 0.123700 0.30 0.78 0.07
H -0.979222 -0.957665 -2.101542 0.22 -0.23 0.57
H 0.248789 -2.174534 -1.652229 -0.20 0.80 0.13
H 1.193665 0.058550 -2.084083 0.14 -0.33 0.12
H -1.025457 1.145145 0.181523 0.42 -0.05 -0.26
H 0.233267 2.298326 -1.416126 -0.17 -0.36 0.60
H 2.108799 -0.383570 1.250460 0.44 -0.42 0.22
H 3.169574 3.162173 1.596606 0.08 0.24 -0.01
```
Forces are in eV/Å.

The value obtained for the strongest force on any atom is 0.097 Eh/bohr. As for the lowest unoccupied orbital energy: -4.50 eV. As for the total energy: -29509.5718 eV. As for the SMILES: CCC[NH+]=[PH2]P(=O)(O)O. The total charge is +1. The HOMO-LUMO gap comes out at 10.43 eV. For the energy relative to the best compared isomer or geometry (same formula, charge and spin), the calculation gives 28.3 kcal per mole.

Atomic partial charges in e from the natural (NBO) method, atoms 1 to 6: C -0.63; C -0.45; C -0.24; N -0.87; P 0.80; P 2.01



> Look up the strongest force on any atom of the second one.

0.097 Eh/bohr